Entry from the OMol25 dataset: 2 unconnected molecules or ions with the total composition C33H29BF2O4 in a non-equilibrium geometry (ωB97M-V with the def2-TZVPD basis set).

The value obtained for the highest occupied orbital energy is -6.08 eV. The energy relative to the best compared isomer or geometry (same formula, charge and spin) comes out at 3.261 eV. The calculation puts the orbital gap at 2.0680 eV. The molar mass is 538.40 g/mol. As for the spin multiplicity: 1. The calculation puts the energy at -1800.21710 a.u.

Structure (XYZ):
```
69
C33H29BF2O4 (ωB97M-V with the def2-TZVPD basis set)
C -5.103 -4.533 5.265
C -4.028 -3.585 5.455
C -3.385 -3.163 6.594
C -2.346 -2.293 6.138
C -2.393 -2.246 4.769
B -1.422 -1.528 3.757
C -0.480 -0.536 4.519
C -0.440 0.827 4.580
C 0.611 1.194 5.489
C 1.128 0.019 5.967
C 2.150 -0.297 6.955
O 0.494 -1.047 5.355
C -0.500 -2.604 3.121
C -0.636 -3.959 2.950
C 0.512 -4.414 2.215
C 1.305 -3.297 2.014
C 2.524 -2.999 1.295
O 0.706 -2.202 2.603
C -2.539 -0.931 2.852
C -2.743 -0.993 1.495
C -3.880 -0.158 1.209
C -4.330 0.314 2.415
C -5.369 1.258 2.782
O -3.537 -0.184 3.428
O -3.456 -2.999 4.344
H -5.453 -4.822 6.263
H -5.947 -4.106 4.712
H -4.772 -5.447 4.752
H -3.609 -3.449 7.619
H -1.637 -1.776 6.759
H -1.082 1.501 4.014
H 0.909 2.209 5.747
H 2.632 0.635 7.281
H 1.714 -0.787 7.840
H 2.901 -0.960 6.502
H -1.463 -4.589 3.279
H 0.709 -5.422 1.872
H 2.965 -3.916 0.890
H 2.318 -2.316 0.454
H 3.255 -2.520 1.969
H -2.127 -1.544 0.790
H -4.279 0.040 0.221
H -5.907 1.566 1.879
H -6.079 0.800 3.480
H -4.921 2.147 3.245
F 4.924 4.481 3.088
C 4.247 3.759 2.139
C 3.204 4.367 1.427
C 2.466 3.570 0.554
C 2.695 2.166 0.400
C 1.764 1.378 -0.334
C 2.174 0.440 -1.325
C 1.572 0.458 -2.622
C 1.766 -0.551 -3.564
C 2.655 -1.583 -3.237
F 2.787 -2.653 -4.084
C 3.418 -1.569 -2.071
C 3.187 -0.550 -1.147
C 3.900 1.687 1.003
C 4.636 2.439 1.913
H 3.029 5.438 1.527
H 1.698 4.031 -0.069
H 0.677 1.685 -0.313
H 0.955 1.319 -2.882
H 1.298 -0.529 -4.547
H 4.211 -2.304 -1.909
H 3.803 -0.533 -0.255
H 4.266 0.699 0.753
H 5.537 2.031 2.381
```



Entry from the OMol25 dataset: a molecular structure, C33H29BrCl3CrN8O5S in a non-equilibrium geometry (ωB97M-V with the def2-TZVPD basis set).

The value obtained for the highest occupied orbital energy (alpha / beta) is -13.10 / -13.10 eV. The energy relative to the best compared isomer or geometry (same formula, charge and spin) comes out at 3.643 eV. The expectation value of S² is 0.76. The calculation puts the orbital gap (alpha / beta) at 5.6832 / 6.2354 eV. The molar mass is 887.97 g/mol. As for the spin multiplicity: 2. Its net charge is +2. The calculation puts the energy at -7485.92609 a.u.

Structure (XYZ):
```
81
C33H29BrCl3CrN8O5S (ωB97M-V with the def2-TZVPD basis set)
Cr 0.067 -1.071 -0.630
C -1.680 -4.024 -0.871
N -2.238 -2.816 -0.322
C -3.253 -2.138 -1.097
C -2.947 -0.678 -1.103
N -1.727 -0.171 -1.026
C -1.886 1.231 -1.194
C -0.974 2.291 -1.282
C -1.483 3.570 -1.400
C -2.861 3.819 -1.461
C -3.770 2.783 -1.434
C -3.248 1.503 -1.304
N -3.879 0.265 -1.264
C -0.150 -3.605 1.050
N 0.001 -2.287 1.074
C 0.256 -1.978 2.427
C 0.509 -0.772 3.086
C 0.721 -0.817 4.447
C 0.679 -2.020 5.170
C 0.411 -3.215 4.544
C 0.196 -3.157 3.171
N -0.107 -4.154 2.266
H -1.379 -3.850 -1.899
H -2.329 -4.901 -0.824
H -2.563 -2.962 0.626
H -4.259 -2.288 -0.694
H -3.275 -2.503 -2.127
H 0.096 2.145 -1.341
H -0.792 4.399 -1.470
H -3.212 4.837 -1.552
H -4.834 2.958 -1.509
H -4.868 0.096 -1.358
H 0.538 0.165 2.558
H 0.925 0.102 4.979
H 0.857 -2.004 6.236
H 0.366 -4.148 5.088
H -0.195 -5.145 2.452
C 2.986 -2.415 -0.545
O 2.150 -1.260 -0.286
C 2.804 -0.047 -0.119
C 4.148 0.179 -0.324
C 4.610 1.490 -0.200
Br 6.434 1.828 -0.486
C 3.758 2.540 0.091
C 2.402 2.298 0.311
C 1.965 0.990 0.231
O 0.616 0.633 0.380
C 1.444 3.405 0.464
N 1.455 4.468 -0.276
C 0.339 5.200 0.122
C -0.129 6.426 -0.350
C -1.280 6.928 0.219
C -1.958 6.235 1.237
C -1.511 5.016 1.708
C -0.353 4.517 1.124
N 0.351 3.328 1.312
H 3.632 -2.567 0.317
H 3.551 -2.259 -1.460
H 2.308 -3.248 -0.668
H 4.829 -0.613 -0.593
H 4.118 3.558 0.128
H 0.061 1.420 0.200
H 0.407 6.960 -1.123
H -1.666 7.882 -0.112
H -2.849 6.672 1.665
H -2.035 4.489 2.495
H 0.337 2.802 2.172
Cl 0.392 -7.311 1.302
C 1.218 -6.280 0.082
Cl 2.607 -5.438 0.870
Cl 1.917 -7.277 -1.181
C 0.046 -5.553 -0.495
N -0.455 -4.408 -0.089
C 0.004 -1.234 -4.582
S 0.917 -1.278 -3.095
O 2.289 -1.509 -3.377
O 0.283 -2.310 -2.164
O 0.619 -0.041 -2.296
H 0.155 -2.189 -5.081
H 0.414 -0.425 -5.184
H -1.045 -1.062 -4.354
```



Entry from the OMol25 dataset: a molecular structure, C33H29F6N3OP3RuS (ωB97M-V with the def2-TZVPD basis set).

The value obtained for the highest occupied orbital energy (alpha / beta) is -12.51 / -12.52 eV. The energy relative to the best compared isomer or geometry (same formula, charge and spin) comes out at 2.267 eV. The expectation value of S² is 8.80. The calculation puts the orbital gap (alpha / beta) at 5.0446 / 3.2616 eV. The molar mass is 823.66 g/mol. As for the spin multiplicity: 6. Its net charge is +2. The calculation puts the energy at -3630.30358 a.u.

Structure (XYZ):
```
77
C33H29F6N3OP3RuS (ωB97M-V with the def2-TZVPD basis set)
Ru 1.981 1.874 0.887
N 0.787 5.819 -0.492
C 1.285 4.720 0.049
S 0.953 3.182 -0.684
N 2.055 4.868 1.125
N 2.531 3.734 1.625
C 3.390 3.954 2.636
C 4.075 3.020 3.393
C 4.946 3.477 4.435
C 5.625 2.585 5.193
C 5.477 1.187 4.956
C 4.667 0.698 3.965
C 3.956 1.604 3.161
O 3.198 1.139 2.223
H 0.220 5.788 -1.325
H 1.034 6.719 -0.106
H 3.547 5.006 2.854
H 5.048 4.539 4.607
H 6.281 2.921 5.982
H 6.023 0.495 5.583
H 4.541 -0.359 3.775
F 1.568 -0.627 1.569
P 1.418 -2.313 1.975
F 1.210 -3.830 2.308
F 1.083 -2.536 0.395
F 2.973 -2.443 1.668
F -0.173 -1.975 2.198
F 1.704 -1.881 3.485
C -2.040 -1.319 -0.596
P -0.616 -0.460 0.030
C -1.029 1.023 0.986
C -0.275 1.404 2.114
C -0.526 2.632 2.726
C -1.506 3.482 2.228
C -2.262 3.089 1.133
C -2.024 1.868 0.510
C 0.451 0.123 -1.306
C 1.845 0.212 -1.144
C 2.638 0.678 -2.196
C 2.055 1.063 -3.392
C 0.677 0.970 -3.548
C -0.126 0.500 -2.516
P -1.559 -2.541 -1.977
C -2.827 -2.047 -3.194
C -4.192 -1.987 -2.905
C -5.095 -1.600 -3.877
C -4.647 -1.276 -5.155
C -3.298 -1.341 -5.456
C -2.389 -1.724 -4.476
C -2.233 -4.082 -1.263
C -1.895 -4.477 0.031
C -2.319 -5.701 0.521
C -3.067 -6.551 -0.281
C -3.386 -6.174 -1.578
C -2.971 -4.948 -2.070
H -2.747 -0.585 -0.996
H -2.509 -1.813 0.259
H 0.367 0.679 2.610
H 0.022 2.898 3.622
H -1.707 4.424 2.717
H -3.051 3.729 0.763
H -2.621 1.593 -0.350
H 2.321 -0.284 -0.298
H 3.713 0.704 -2.079
H 2.670 1.403 -4.213
H 0.219 1.245 -4.488
H -1.193 0.404 -2.679
H -4.552 -2.275 -1.924
H -6.151 -1.567 -3.650
H -5.357 -0.987 -5.917
H -2.952 -1.107 -6.453
H -1.334 -1.792 -4.712
H -1.283 -3.848 0.664
H -2.053 -5.994 1.527
H -3.396 -7.507 0.101
H -3.962 -6.836 -2.210
H -3.232 -4.666 -3.083
```



Entry from the OMol25 dataset: a molecular structure, C33H29N12O2STa in a non-equilibrium geometry (ωB97M-V with the def2-TZVPD basis set).

The value obtained for the highest occupied orbital energy is -12.60 eV. The energy relative to the best compared isomer or geometry (same formula, charge and spin) comes out at 0.363 eV. The calculation puts the orbital gap at 6.4988 eV. The molar mass is 838.69 g/mol. As for the spin multiplicity: 1. Its net charge is +2. The calculation puts the energy at -2537.40242 a.u.

Structure (XYZ):
```
78
C33H29N12O2STa (ωB97M-V with the def2-TZVPD basis set)
Ta 0.618 0.066 -0.019
N 3.327 -2.012 -3.116
C 2.448 -1.713 -2.156
S 2.940 -0.574 -0.941
N 1.299 -2.332 -2.182
N 0.440 -1.957 -1.207
C -0.656 -2.631 -1.124
C -0.977 -3.760 -2.034
C -1.092 -5.052 -1.532
C -1.368 -6.109 -2.389
C -1.549 -5.872 -3.744
C -1.441 -4.580 -4.246
C -1.140 -3.528 -3.397
C -1.610 -2.217 -0.091
C -2.812 -2.880 0.088
C -3.680 -2.463 1.083
C -3.343 -1.363 1.850
C -2.150 -0.721 1.589
N -1.285 -1.144 0.655
H 4.227 -1.567 -3.147
H 3.081 -2.689 -3.820
H -0.945 -5.234 -0.472
H -1.439 -7.117 -2.000
H -1.772 -6.695 -4.412
H -1.583 -4.396 -5.303
H -1.028 -2.524 -3.791
H -3.052 -3.717 -0.550
H -4.612 -2.989 1.250
H -3.991 -1.000 2.636
H -1.872 0.169 2.124
N 2.283 -2.125 3.541
C 2.745 -3.053 2.628
C 2.240 -2.674 1.428
N 1.469 -1.544 1.602
C 1.522 -1.240 2.877
C 0.847 -0.054 3.335
N 0.224 0.685 2.457
C -0.288 1.765 3.133
C 0.031 1.654 4.450
N 0.756 0.488 4.564
H 2.497 -2.128 4.524
H 3.392 -3.869 2.905
H 2.377 -3.128 0.461
H -0.829 2.545 2.624
H -0.181 2.287 5.295
H 1.136 0.135 5.426
O -0.236 1.588 -3.981
C 0.014 1.144 -2.938
N 0.257 0.668 -1.853
C -2.023 4.180 0.365
N -2.680 3.095 -0.378
C -3.859 3.293 -1.026
C -4.436 2.318 -1.750
C -3.740 1.079 -1.815
N -2.596 0.876 -1.161
C -2.070 1.857 -0.429
O -0.992 1.747 0.235
N -4.220 0.060 -2.536
H -2.558 5.107 0.184
H -0.994 4.279 0.032
H -2.018 3.962 1.430
H -4.299 4.275 -0.922
H -5.378 2.473 -2.254
H -5.049 0.161 -3.095
H -3.676 -0.782 -2.614
C 1.935 1.576 0.572
C 2.695 2.510 0.760
C 3.588 3.612 0.962
C 4.882 3.397 1.443
C 5.753 4.465 1.581
C 5.345 5.748 1.239
C 4.061 5.967 0.757
C 3.180 4.906 0.621
H 5.199 2.393 1.697
H 6.756 4.295 1.951
H 6.029 6.579 1.348
H 3.746 6.965 0.482
H 2.180 5.067 0.239
```